# C17H19N

A cluster of 2 separate species, C17H19N in total at a distorted geometry (ωB97M-V/def2-TZVPD, OMol25).

Each line ends with the natural charge from an NBO analysis.
CARTESIAN COORDINATES (ANGSTROEM)
H (-1.99584, -4.69713, 1.15657)  0.21
C (-0.33138, 3.24702, 0.79289)  -0.63
N (1.60414, 4.07856, -2.22591)  -0.55
H (-0.96209, 0.69685, -0.96446)  0.21
C (1.27557, -2.60689, 3.28726)  -0.20
C (-0.17092, 0.46233, -2.89940)  -0.24
H (1.56836, 2.67205, -4.77269)  0.21
C (-0.94479, -1.55048, 2.09926)  -0.18
C (-2.07363, -4.01764, 0.30557)  -0.60
H (0.18518, 2.95663, 1.70528)  0.22
C (0.64651, -1.52192, 3.89127)  -0.23
C (0.84508, -3.12760, 2.08442)  -0.22
H (-2.97349, -3.42299, 0.50361)  0.20
H (-0.75398, 4.23589, 0.98950)  0.22
C (-0.30639, -2.61447, 1.48703)  -0.01
C (0.59431, 0.97195, -3.93515)  -0.21
H (1.31454, -4.00315, 1.64782)  0.21
C (-0.84073, -3.12691, 0.17557)  -0.42
H (-1.17142, 2.56640, 0.68670)  0.22
C (1.27350, 4.27195, -0.89720)  -0.02
H (-1.13641, -2.25815, -0.40204)  0.21
H (-2.30409, -4.60922, -0.58547)  0.21
H (1.59909, 5.18550, -0.41472)  0.21
H (2.10012, -3.09006, 3.79213)  0.21
H (2.36515, 4.58312, -2.64944)  0.41
C (1.13373, 2.25022, -3.87476)  -0.26
H (-1.89951, -1.15926, 1.76823)  0.20
H (0.77638, 0.41063, -4.83932)  0.21
H (1.04224, -1.14184, 4.82801)  0.21
C (-0.46891, -0.98895, 3.27000)  -0.21
H (-0.03753, -3.59441, -0.39332)  0.21
C (-0.27579, 1.11676, -1.68622)  -0.18
C (0.54036, 3.22367, -0.43030)  -0.09
H (-0.99105, -0.13440, 3.68860)  0.21
C (0.35768, 2.34427, -1.56069)  -0.12
H (-0.64937, -0.50522, -2.97158)  0.21
C (1.06539, 2.89688, -2.65706)  0.20

As for the SMILES: Cc1c[nH]c2ccccc12.CCc1ccccc1. Its LUMO energy is 0.909 eV. As for the gap between HOMO and LUMO: 8.68 eV.